(1)
A structure of composition C22H38NO2P3Tc, computed with ωB97M-V with the def2-TZVPD basis set.

strongest force on any atom = 0.1497 Eh/bohr
E_HOMO (spin up / spin down) = -20.22 / -20.40 eV
E = -59038.2290 eV
HOMO-LUMO gap (spin up / spin down) = 9.1 / 6.1 eV
E_LUMO (spin up / spin down) = -11.14 / -14.34 eV
2S+1 = 4
net charge = +4
expectation value of S² = 3.76

Geometry (Å):
P (4.39, -1.77, -0.17)
C (4.28, -1.47, 1.65)
H (5.27, -1.48, 2.14)
H (3.67, -2.29, 2.06)
H (3.76, -0.53, 1.83)
C (5.94, -2.77, -0.22)
H (6.09, -3.05, -1.27)
H (5.75, -3.68, 0.36)
H (6.82, -2.25, 0.17)
C (4.95, -0.12, -0.75)
H (6.01, 0.06, -0.55)
H (4.33, 0.66, -0.29)
H (4.77, -0.11, -1.83)
P (-1.25, 4.07, -0.71)
C (-1.29, 4.53, 1.06)
H (-1.50, 5.60, 1.23)
H (-0.31, 4.27, 1.48)
H (-2.06, 3.92, 1.57)
C (-0.10, 5.24, -1.50)
H (-0.03, 5.00, -2.57)
H (0.90, 5.05, -1.05)
H (-0.36, 6.30, -1.37)
C (-2.98, 4.35, -1.26)
H (-3.31, 5.39, -1.22)
H (-3.63, 3.73, -0.61)
H (-3.06, 3.96, -2.28)
P (-2.62, -3.89, -0.06)
C (-2.81, -3.44, 1.72)
H (-3.75, -3.83, 2.15)
H (-2.76, -2.35, 1.79)
H (-1.95, -3.86, 2.26)
C (-4.17, -3.18, -0.76)
H (-5.07, -3.74, -0.45)
H (-4.06, -3.24, -1.86)
H (-4.25, -2.12, -0.47)
C (-3.06, -5.67, 0.04)
H (-4.15, -5.83, 0.20)
H (-2.47, -6.14, 0.84)
H (-2.75, -6.11, -0.93)
Tc (-0.08, 0.31, -1.05)
C (1.11, 1.58, -0.12)
O (1.84, 2.32, 0.41)
C (-1.73, 0.79, -0.03)
O (-2.67, 1.08, 0.60)
C (-1.38, 0.13, -2.69)
C (-0.80, -1.11, -2.42)
C (0.59, -1.23, -2.31)
C (1.40, -0.09, -2.48)
C (0.81, 1.16, -2.72)
C (-0.58, 1.27, -2.84)
H (-2.47, 0.21, -2.69)
H (-1.45, -1.97, -2.21)
H (1.06, -2.18, -2.09)
H (2.47, -0.16, -2.33)
H (1.44, 2.05, -2.77)
H (-1.04, 2.24, -3.03)
C (0.68, -2.43, 3.41)
C (0.31, -1.09, 3.43)
C (0.12, -0.40, 2.23)
N (0.27, -0.98, 1.02)
C (0.63, -2.28, 1.00)
C (0.85, -3.02, 2.16)
H (0.85, -2.99, 4.33)
H (0.15, -0.55, 4.37)
H (-0.16, 0.66, 2.25)
H (0.75, -2.75, 0.02)
H (1.14, -4.07, 2.06)



(2)
A cluster of 13 separate species, C39H81N3O28S5 in total, computed with ωB97M-V with the def2-TZVPD basis set.

strongest force on any atom = 0.0474 Eh/bohr
E_HOMO = -9.18 eV
E = -157727.0345 eV
HOMO-LUMO gap = 9.2 eV
E_LUMO = 0.03 eV
2S+1 = 1

Geometry (Å):
C (0.67, -3.86, -2.64)
C (0.61, -5.23, -2.01)
O (1.44, -5.56, -1.16)
N (-0.38, -6.02, -2.44)
C (-0.54, -7.42, -2.08)
H (1.48, -3.27, -2.20)
H (-0.29, -3.34, -2.60)
H (0.90, -3.90, -3.71)
H (-1.02, -5.60, -3.09)
H (-1.39, -7.76, -2.66)
H (-0.64, -7.47, -1.00)
H (0.26, -8.10, -2.38)
C (-1.15, -2.46, 0.52)
C (-0.32, -1.25, 0.11)
O (0.34, -1.26, -0.93)
N (-0.25, -0.24, 0.99)
C (0.70, 0.84, 0.72)
H (-1.10, -2.51, 1.61)
H (-0.74, -3.37, 0.10)
H (-2.16, -2.23, 0.19)
H (-0.96, -0.10, 1.70)
H (1.64, 0.42, 0.37)
H (1.02, 1.29, 1.67)
H (0.26, 1.60, 0.08)
C (-2.15, 2.73, 3.13)
C (-2.51, 1.29, 3.43)
O (-2.53, 0.47, 2.51)
N (-2.70, 0.97, 4.71)
C (-2.78, -0.39, 5.22)
H (-1.32, 2.70, 2.43)
H (-1.91, 3.31, 4.01)
H (-3.04, 3.14, 2.64)
H (-2.63, 1.67, 5.43)
H (-3.56, -0.99, 4.75)
H (-3.01, -0.43, 6.28)
H (-1.79, -0.83, 5.11)
C (5.13, 0.09, 2.96)
C (4.09, 1.17, 3.20)
O (3.70, 1.48, 1.86)
S (5.04, 1.58, 0.90)
O (5.67, 2.84, 1.15)
O (4.69, 1.15, -0.43)
O (5.74, 0.38, 1.72)
H (4.68, -0.90, 2.86)
H (5.94, 0.00, 3.68)
H (4.48, 2.07, 3.68)
H (3.22, 0.78, 3.73)
C (4.01, -3.74, -0.73)
C (3.50, -2.55, 0.06)
O (3.94, -2.69, 1.38)
S (5.16, -3.80, 1.55)
O (4.69, -4.94, 2.29)
O (6.39, -3.19, 1.94)
O (5.16, -4.15, -0.04)
H (4.26, -3.44, -1.75)
H (3.27, -4.55, -0.77)
H (2.42, -2.41, -0.07)
H (3.97, -1.64, -0.35)
C (-3.83, 1.50, 0.06)
C (-4.19, 0.06, 0.43)
O (-5.41, -0.27, -0.21)
S (-6.13, 1.08, -0.81)
O (-6.77, 1.79, 0.26)
O (-6.77, 0.84, -2.07)
O (-4.65, 1.73, -1.07)
H (-2.80, 1.77, -0.14)
H (-4.12, 2.18, 0.86)
H (-4.32, -0.03, 1.51)
H (-3.44, -0.69, 0.17)
C (0.21, -6.47, 1.56)
C (1.22, -5.40, 1.97)
O (0.85, -4.99, 3.31)
S (-0.62, -5.44, 3.65)
O (-1.56, -4.52, 3.06)
O (-0.76, -5.82, 5.02)
O (-0.55, -6.80, 2.74)
H (0.56, -7.35, 1.03)
H (-0.49, -6.00, 0.86)
H (1.02, -4.49, 1.40)
H (2.28, -5.62, 1.91)
C (-5.14, -3.26, 0.43)
C (-4.37, -4.39, 1.16)
O (-3.42, -4.88, 0.22)
S (-3.87, -4.54, -1.33)
O (-4.89, -5.45, -1.75)
O (-2.72, -4.28, -2.14)
O (-4.58, -3.14, -0.86)
H (-5.00, -2.33, 0.99)
H (-6.21, -3.42, 0.32)
H (-5.05, -5.21, 1.38)
H (-3.92, -4.10, 2.10)
C (-3.29, 6.63, 0.14)
C (-1.83, 6.26, 0.41)
C (-1.73, 4.85, -0.12)
O (-3.01, 4.26, 0.17)
C (-3.98, 5.28, -0.04)
H (-3.52, 7.33, -0.67)
H (-3.73, 7.17, 0.98)
H (-1.67, 6.29, 1.49)
H (-1.09, 6.94, -0.02)
H (-0.93, 4.18, 0.16)
H (-1.64, 4.91, -1.22)
H (-4.84, 5.15, 0.61)
H (-4.37, 5.14, -1.05)
C (1.79, 6.36, 3.10)
C (2.42, 5.03, 2.83)
C (1.82, 4.10, 3.88)
O (0.62, 4.75, 4.21)
C (0.44, 6.09, 3.69)
H (1.71, 6.97, 2.20)
H (2.45, 6.92, 3.77)
H (3.49, 5.07, 2.67)
H (1.99, 4.72, 1.87)
H (2.51, 4.05, 4.73)
H (1.63, 3.11, 3.47)
H (0.11, 6.75, 4.49)
H (-0.34, 5.95, 2.93)
C (2.34, 0.70, -4.73)
C (3.64, 0.16, -5.36)
C (4.27, -0.69, -4.24)
O (3.61, -0.32, -3.05)
C (2.26, -0.05, -3.39)
H (1.42, 0.51, -5.29)
H (2.44, 1.77, -4.55)
H (4.33, 1.00, -5.48)
H (3.60, -0.30, -6.35)
H (5.35, -0.61, -4.15)
H (4.10, -1.76, -4.44)
H (1.86, 0.49, -2.53)
H (1.67, -0.97, -3.44)
C (3.34, 3.47, -1.99)
C (2.55, 4.40, -2.96)
C (1.15, 4.32, -2.35)
O (1.44, 4.45, -0.95)
C (2.50, 3.56, -0.71)
H (4.34, 3.84, -1.80)
H (3.31, 2.49, -2.46)
H (2.68, 4.09, -4.00)
H (2.90, 5.43, -3.00)
H (0.64, 3.38, -2.58)
H (0.48, 5.10, -2.70)
H (2.07, 2.61, -0.38)
H (3.16, 3.94, 0.08)
C (-0.81, -0.45, -3.53)
C (-1.79, -0.93, -2.47)
C (-3.17, -0.85, -3.15)
O (-2.89, -0.82, -4.54)
C (-1.64, -0.18, -4.79)
H (0.00, -1.17, -3.67)
H (-0.30, 0.49, -3.27)
H (-1.75, -0.29, -1.58)
H (-1.62, -1.92, -2.06)
H (-3.84, -0.04, -2.83)
H (-3.80, -1.73, -2.98)
H (-1.78, 0.88, -5.03)
H (-1.23, -0.70, -5.66)



(3)
A cluster of 2 separate species, C5H9O3 in total, computed with ωB97M-V with the def2-TZVPD basis set.

strongest force on any atom = 0.0734 Eh/bohr
E_HOMO = -4.32 eV
relative energy (zero: lowest compared OMol25 entry of this formula, charge and spin) = 1.342 eV
E = -11473.8963 eV
HOMO-LUMO gap = 8.2 eV
E_LUMO = 3.86 eV
2S+1 = 1
net charge = -1

Geometry (Å):
O (-0.01, 0.73, 0.87)
C (0.00, 1.86, 0.26)
O (0.59, 2.15, -0.81)
C (-0.81, 2.99, 0.93)
H (-0.80, 3.96, 0.40)
H (-1.92, 2.70, 1.00)
H (-0.39, 3.18, 1.90)
C (0.39, -2.11, 1.05)
C (0.46, -2.26, -0.44)
C (0.37, -1.24, -1.39)
O (0.09, -1.56, -2.72)
H (1.12, -2.87, 1.44)
H (0.67, -1.05, 1.29)
H (-0.55, -2.35, 1.46)
H (0.39, -3.26, -0.91)
H (0.47, -0.16, -1.12)
H (-0.07, -0.72, -3.20)



(4)
A cluster of 40 separate species, H80O40 in total, computed with ωB97M-V with the def2-TZVPD basis set.

strongest force on any atom = 0.0822 Eh/bohr
E_HOMO = -10.17 eV
relative energy (zero: lowest compared OMol25 entry of this formula, charge and spin) = 11.090 eV
E = -83194.7254 eV
HOMO-LUMO gap = 9.4 eV
E_LUMO = -0.78 eV
2S+1 = 1

Geometry (Å):
H (-1.63, 2.24, -4.79)
H (-1.96, 0.83, -4.16)
O (-1.69, 1.28, -4.95)
H (-5.06, -0.53, 2.71)
H (-5.13, 0.97, 2.59)
O (-5.46, 0.26, 3.13)
H (2.20, -4.68, -4.28)
H (2.57, -3.22, -3.81)
O (1.85, -3.74, -4.23)
H (-3.74, 0.83, -1.72)
H (-3.11, 1.60, -2.85)
O (-3.21, 0.68, -2.50)
H (-0.42, 1.26, -0.15)
H (-0.01, 1.44, -1.55)
O (-0.36, 0.69, -0.93)
H (3.86, 3.49, 1.63)
O (4.28, 3.67, 0.78)
H (-2.46, -4.50, 1.83)
O (-1.84, -5.12, 1.38)
H (1.61, 0.89, -1.33)
H (2.78, 1.64, -0.49)
O (2.44, 1.38, -1.34)
H (2.20, -1.94, 1.11)
H (2.97, -2.42, -0.22)
O (2.81, -2.56, 0.72)
H (0.05, 3.37, 0.73)
H (-1.49, 2.63, 0.61)
O (-0.53, 2.62, 0.91)
H (1.09, -3.93, 0.69)
H (0.09, -2.47, 0.80)
O (0.61, -3.20, 1.02)
H (-2.71, 3.35, -1.50)
O (-2.88, 3.53, -2.45)
H (-0.74, -0.71, -5.04)
H (-0.05, -2.00, -5.17)
O (-0.08, -1.23, -4.59)
H (2.82, -3.97, -0.38)
H (3.01, -5.21, -1.00)
O (2.30, -4.81, -0.47)
H (2.92, 1.42, 4.37)
H (2.04, 1.69, 5.75)
O (2.08, 1.39, 4.83)
H (-0.03, 1.68, -5.29)
H (1.71, 1.68, -5.22)
O (0.86, 1.99, -5.49)
H (-2.63, -2.05, 3.04)
H (-3.87, -2.42, 3.88)
O (-3.53, -2.39, 2.98)
H (-4.06, -1.17, 0.31)
H (-5.30, -1.48, 1.08)
O (-4.64, -0.74, 0.99)
H (4.69, 1.38, 3.95)
O (5.01, 2.14, 3.47)
H (-5.20, -1.12, -1.89)
H (-6.44, -0.43, -2.53)
O (-5.73, -0.33, -1.91)
H (-4.15, 2.57, -0.20)
O (-3.24, 2.21, -0.18)
H (3.66, 4.90, -0.83)
H (2.36, 4.46, -0.36)
O (2.74, 4.89, -1.14)
H (4.69, 1.23, -2.62)
H (3.84, 2.50, -2.40)
O (4.71, 2.04, -2.11)
H (-1.95, -0.18, 0.09)
H (-2.76, -0.45, 1.36)
O (-2.08, 0.12, 1.02)
H (-6.82, 1.80, 0.89)
H (-5.79, 0.68, 0.53)
O (-5.98, 1.59, 0.48)
H (6.57, 0.74, -0.46)
H (5.14, 0.73, -0.56)
O (5.86, 0.04, -0.40)
H (3.61, -1.31, -3.55)
H (4.47, -2.11, -2.57)
O (3.82, -2.25, -3.26)
H (0.68, -4.92, 4.39)
H (1.66, -3.69, 4.30)
O (1.16, -4.26, 4.89)
H (-1.20, 4.60, -0.76)
H (-1.33, 6.08, -1.33)
O (-1.83, 5.30, -1.07)
H (-0.14, -1.58, -0.68)
H (-0.94, -1.78, -1.78)
O (-1.09, -1.67, -0.72)
H (-1.77, 0.86, 3.14)
H (-3.07, 0.58, 3.72)
O (-2.33, 1.23, 3.83)
H (2.48, 4.34, -2.57)
O (2.30, 3.36, -2.92)
H (-0.27, -6.06, 0.92)
H (1.18, -6.19, 0.06)
O (0.42, -6.60, 0.53)
H (5.37, 1.75, 2.67)
H (4.53, 2.83, 0.42)
H (-3.31, 1.83, 0.72)
H (-1.17, -4.63, 0.82)
H (-3.76, 3.93, -2.60)
H (2.23, 3.28, -3.89)
O (0.62, 3.39, 2.91)
H (0.80, 2.59, 3.47)
H (-0.27, 3.45, 2.48)
O (0.22, -2.86, -2.52)
H (0.09, -2.76, -3.46)
H (0.97, -3.40, -2.33)
O (-0.03, -2.02, 5.13)
H (-0.29, -1.54, 5.91)
H (0.59, -2.69, 5.53)
O (-0.04, 3.27, -1.62)
H (0.84, 3.04, -1.95)
H (-0.66, 3.24, -2.38)
O (5.49, -1.06, 2.17)
H (4.81, -1.65, 2.46)
H (5.63, -0.77, 1.25)
O (-0.56, 1.07, 5.75)
H (-0.72, 1.81, 5.19)
H (0.21, 0.54, 5.51)
O (-3.30, -3.18, -0.79)
H (-3.28, -4.09, -0.53)
H (-2.45, -2.85, -1.08)



(5)
A cluster of 2 separate species, C4H11N3O2 in total, computed with ωB97M-V with the def2-TZVPD basis set.

strongest force on any atom = 0.0520 Eh/bohr
E_HOMO = -8.74 eV
relative energy (zero: lowest compared OMol25 entry of this formula, charge and spin) = 1.068 eV
structure (SMILES) = [H]/N=C(\N)NC.CC(=O)O
E = -12891.7616 eV
HOMO-LUMO gap = 9.6 eV
E_LUMO = 0.81 eV
2S+1 = 1

Geometry (Å):
H (2.28, -1.21, -2.22)
N (1.53, -1.25, -1.55)
C (1.54, -1.60, -0.34)
N (2.73, -1.86, 0.35)
N (0.37, -1.62, 0.38)
C (0.42, -1.05, 1.72)
H (2.87, -2.63, 0.99)
H (3.45, -1.17, 0.36)
H (-0.28, -1.11, -0.19)
H (0.90, -0.06, 1.71)
H (0.92, -1.67, 2.46)
H (-0.61, -0.99, 2.04)
C (-2.50, 2.83, 0.21)
C (-1.70, 1.66, -0.23)
O (-1.68, 0.56, 0.27)
O (-0.82, 1.99, -1.20)
H (-2.75, 3.41, -0.67)
H (-1.85, 3.47, 0.81)
H (-3.44, 2.65, 0.70)
H (-0.44, 1.17, -1.54)



(6)
A structure of composition C21H10Cl5FeO6, computed with ωB97M-V with the def2-TZVPD basis set.

strongest force on any atom = 0.0040 Eh/bohr
E_HOMO (spin up / spin down) = -5.08 / -4.81 eV
relative energy (zero: lowest compared OMol25 entry of this formula, charge and spin) = 0.020 eV
E = -131229.0169 eV
HOMO-LUMO gap (spin up / spin down) = 7.7 / 7.4 eV
E_LUMO (spin up / spin down) = 2.60 / 2.60 eV
2S+1 = 5
net charge = -1
expectation value of S² = 6.01

Geometry (Å):
Fe (0.08, 0.61, 0.14)
Cl (-4.45, -5.06, -0.38)
C (-3.18, -3.92, -0.02)
C (-1.87, -4.39, 0.19)
C (-0.87, -3.51, 0.48)
Cl (0.74, -4.11, 0.73)
C (-1.07, -2.09, 0.58)
O (-0.10, -1.32, 0.84)
C (-2.41, -1.66, 0.33)
C (-2.79, -0.27, 0.35)
O (-2.06, 0.71, 0.48)
C (-3.44, -2.58, 0.05)
H (-1.66, -5.45, 0.12)
H (-3.87, -0.09, 0.23)
H (-4.44, -2.21, -0.13)
Cl (2.11, 7.46, 2.17)
C (1.60, 5.97, 1.42)
C (1.35, 5.93, 0.04)
C (0.95, 4.78, -0.56)
C (0.76, 3.56, 0.17)
O (0.38, 2.51, -0.44)
C (1.02, 3.63, 1.57)
C (0.87, 2.49, 2.44)
O (0.51, 1.36, 2.14)
C (1.43, 4.84, 2.17)
H (1.48, 6.84, -0.54)
H (0.75, 4.74, -1.63)
H (1.10, 2.70, 3.50)
H (1.62, 4.86, 3.24)
Cl (1.92, -5.19, -3.89)
C (1.26, -3.72, -3.21)
C (-0.08, -3.38, -3.49)
C (-0.61, -2.24, -2.97)
Cl (-2.27, -1.85, -3.30)
C (0.13, -1.32, -2.14)
O (-0.42, -0.28, -1.69)
C (1.48, -1.73, -1.87)
C (2.37, -0.98, -1.02)
O (2.13, 0.01, -0.34)
C (2.01, -2.90, -2.42)
H (-0.69, -4.04, -4.10)
H (3.40, -1.38, -1.00)
H (3.04, -3.17, -2.20)



(7)
A structure of composition C2H2Cl2O, computed with ωB97M-V with the def2-TZVPD basis set.

strongest force on any atom = 0.0626 Eh/bohr
E_HOMO = -9.55 eV
relative energy (zero: lowest compared OMol25 entry of this formula, charge and spin) = 4.056 eV
E = -29194.4303 eV
HOMO-LUMO gap = 8.5 eV
E_LUMO = -1.02 eV
2S+1 = 1

Geometry (Å):
C (1.64, -0.23, 0.29)
C (-2.32, 0.31, -1.01)
O (2.14, -1.35, 0.32)
Cl (-2.09, 1.74, -0.33)
Cl (-2.14, -0.95, 0.11)
H (1.58, 0.51, -0.59)
H (1.19, -0.03, 1.21)



(8)
A cluster of 2 separate species, C4H11NO2 in total, computed with ωB97M-V with the def2-TZVPD basis set.

strongest force on any atom = 0.0407 Eh/bohr
E_HOMO = -9.03 eV
relative energy (zero: lowest compared OMol25 entry of this formula, charge and spin) = 2.243 eV
structure (SMILES) = C[C@]1(CO)CN1.O
E = -9909.9987 eV
HOMO-LUMO gap = 9.4 eV
E_LUMO = 0.36 eV
2S+1 = 1

Geometry (Å):
C (0.61, 0.37, 1.48)
C (0.73, 0.18, 0.00)
C (0.10, 1.22, -0.84)
O (-1.16, 1.65, -0.38)
C (0.88, -1.14, -0.65)
N (1.97, -0.20, -0.60)
H (1.29, -0.14, 2.15)
H (0.58, 1.42, 1.68)
H (-0.38, 0.02, 1.84)
H (0.13, 0.90, -1.86)
H (0.72, 2.09, -0.71)
H (-1.68, 0.83, -0.27)
H (0.51, -1.28, -1.66)
H (0.98, -2.15, -0.13)
H (2.67, -0.53, 0.06)
O (-2.25, -1.01, -0.07)
H (-2.87, -1.19, -0.77)
H (-2.82, -1.02, 0.71)



(9)
A structure of composition C16H19MnN5O2S2, computed with ωB97M-V with the def2-TZVPD basis set.

strongest force on any atom = 0.0017 Eh/bohr
E_HOMO (spin up / spin down) = -10.76 / -10.71 eV
relative energy (zero: lowest compared OMol25 entry of this formula, charge and spin) = 0.000 eV
E = -81432.0705 eV
HOMO-LUMO gap (spin up / spin down) = 7.6 / 7.5 eV
E_LUMO (spin up / spin down) = -3.15 / -3.17 eV
2S+1 = 3
net charge = +1
expectation value of S² = 2.03

Geometry (Å):
Mn (0.11, -0.42, 0.33)
C (-3.97, -1.49, -0.43)
C (-2.57, -0.97, -0.43)
N (-1.72, -1.19, 0.51)
N (-2.11, -1.93, 1.58)
C (-1.16, -2.04, 2.49)
N (-1.45, -2.74, 3.59)
S (0.43, -1.32, 2.39)
C (-2.04, -0.15, -1.53)
C (-2.79, 0.24, -2.63)
C (-2.18, 1.01, -3.62)
C (-0.85, 1.37, -3.48)
C (-0.17, 0.95, -2.35)
N (-0.75, 0.22, -1.40)
H (-4.06, -2.29, 0.29)
H (-4.25, -1.85, -1.42)
H (-4.67, -0.69, -0.15)
H (-2.35, -3.19, 3.66)
H (-0.75, -2.90, 4.29)
H (-3.82, -0.05, -2.72)
H (-2.75, 1.32, -4.48)
H (-0.34, 1.95, -4.23)
H (0.88, 1.18, -2.19)
O (1.84, 0.36, 0.15)
N (2.87, -0.50, -0.07)
C (4.11, -0.03, 0.15)
C (5.20, -0.81, -0.08)
C (5.00, -2.11, -0.56)
C (3.72, -2.57, -0.78)
C (2.62, -1.74, -0.53)
S (0.98, -2.21, -0.77)
H (4.15, 0.99, 0.53)
H (6.19, -0.43, 0.11)
H (5.84, -2.76, -0.75)
H (3.53, -3.57, -1.14)
C (0.79, 3.15, 0.84)
C (-0.39, 2.45, 1.43)
C (-1.28, 3.23, 2.35)
O (-0.66, 1.28, 1.19)
H (0.53, 4.17, 0.57)
H (1.20, 2.60, 0.00)
H (1.56, 3.21, 1.62)
H (-1.85, 3.94, 1.75)
H (-0.68, 3.81, 3.05)
H (-1.95, 2.56, 2.88)